1.
# C17H14ClNO3SYb

A structure of composition C17H14ClNO3SYb at a distorted geometry (the ωB97M-V functional and the def2-TZVPD basis, OMol25).

Positions of all 38 atoms, in Å:
1 C -3.078116 -1.004699 -0.392148
2 C -2.170776 -1.205251 -1.474634
3 C -1.675175 0.065885 -1.875057
4 H -1.960759 -2.163371 -1.975122
5 C -2.190096 1.037963 -0.987653
6 C -3.059178 0.383636 -0.064964
7 H -3.629649 0.857218 0.736715
8 H -3.627066 -1.783539 0.145536
9 H -0.970819 0.261363 -2.697490
10 H -1.970807 2.116212 -1.018398
11 Yb -1.402776 -0.849075 1.367613
12 Cl 0.096509 -2.602736 2.012069
13 C 2.985876 0.323012 0.184376
14 C 2.544037 1.536941 -0.417320
15 C 1.990032 1.212359 -1.686418
16 H 2.533550 2.511917 0.056588
17 C 2.253402 -0.181955 -1.942992
18 C 2.818590 -0.730050 -0.762840
19 H 3.013365 -1.773761 -0.583425
20 H 3.302490 0.214644 1.212687
21 H 1.636540 1.926770 -2.432426
22 H 1.972122 -0.719336 -2.849997
23 O 2.773398 2.335837 4.936683
24 S 2.285553 1.054725 4.493435
25 O 3.198993 -0.046876 4.489410
26 N 1.515465 1.189437 3.049293
27 C 0.208912 0.971371 3.092760
28 O -0.594817 1.043987 2.089164
29 C -0.262688 0.656565 4.463427
30 C -1.538095 0.259862 4.852922
31 C -1.789393 -0.071212 6.181349
32 C -0.731216 -0.036197 7.120677
33 C 0.570699 0.322504 6.709269
34 C 0.778083 0.626176 5.359377
35 H -2.322383 0.267847 4.106491
36 H -2.799625 -0.355495 6.504537
37 H -0.950583 -0.287482 8.168337
38 H 1.376000 0.379103 7.439569

Cartesian forces, eV/Å:
C -0.2 0.1 -0.6
C -0.2 -0.1 -0.1
C 0.2 -0.2 0.5
H -0.1 0.6 0.4
C -0.2 -0.1 0.2
C -0.4 0.3 -0.8
H 0.1 0.0 -0.3
H 0.0 0.2 -0.3
H -0.4 -0.2 0.5
H -0.1 -0.7 0.1
Yb 0.1 0.8 -0.9
Cl 1.0 -1.4 0.6
C -0.3 -0.3 -0.5
C -1.5 0.1 -1.9
C 1.7 1.8 1.7
H 0.0 -0.2 -0.1
C 0.5 -1.6 1.8
C -0.7 0.3 -1.6
H 0.1 0.0 0.0
H 0.1 0.0 -0.1
H -0.1 -0.2 0.4
H 0.1 0.1 0.4
O -0.1 -0.2 0.0
S -1.4 0.4 -0.7
O 0.2 -0.2 0.1
N -0.2 0.1 -0.4
C 0.9 0.8 -0.9
O 1.1 0.2 1.7
C -0.6 -0.9 0.4
C 0.1 0.4 0.1
C 0.5 -0.1 0.4
C -0.1 0.2 -0.5
C -0.7 -0.1 -0.1
C 0.1 0.0 1.5
H -0.2 0.0 0.1
H 0.5 0.1 -0.2
H 0.3 0.2 -0.5
H -0.1 -0.1 -0.3

Gap between HOMO and LUMO (spin up / spin down), hartree: 0.237 / 0.198
⟨S²⟩: 0.768
Calculated total energy, eV: -80377.23331
Energy above the lowest of the compared OMol25 structures with the same formula, charge and spin, eV: 0.858
Multiplicity: 2
Charge: -1

2.
# C17H14HfN6O6S2

A structure of composition C17H14HfN6O6S2 (the ωB97M-V functional and the def2-TZVPD basis, OMol25).

Positions of all 46 atoms, in Å:
1 Hf 0.014047 0.348258 0.626076
2 S -0.737334 -3.181650 3.427437
3 C -1.374612 -1.871781 4.307336
4 C -1.324993 -0.704194 3.607220
5 C -0.745013 -0.845745 2.311364
6 C -0.380594 -2.168650 2.093554
7 C 0.204369 -2.664322 0.847604
8 C 0.643243 -3.963832 0.636313
9 C 1.184532 -4.306088 -0.588479
10 C 1.288976 -3.349753 -1.595847
11 C 0.849112 -2.077817 -1.330462
12 N 0.307140 -1.739155 -0.142178
13 H -1.757821 -2.030143 5.303831
14 H -1.693479 0.227008 4.015902
15 H 0.568303 -4.694503 1.430026
16 H 1.532382 -5.316234 -0.760442
17 H 1.712894 -3.589278 -2.559804
18 H 0.924672 -1.288049 -2.068163
19 N -2.209031 -0.005905 -0.351165
20 N -2.657286 0.867770 -1.351876
21 C -1.816011 1.704551 -1.973807
22 N -2.301275 2.455857 -2.944249
23 S -0.155819 1.830972 -1.558556
24 H -2.290933 -0.967755 -0.680154
25 H -2.808776 0.095837 0.468542
26 H -3.622793 0.791321 -1.644264
27 H -3.260527 2.406881 -3.256029
28 H -1.689467 3.098357 -3.424595
29 O 4.086041 1.230558 1.178221
30 C 2.910524 1.365007 1.196903
31 O 1.997365 0.436964 0.818775
32 C 2.171353 2.639409 1.548819
33 C 0.878564 2.473915 2.009539
34 C -0.035966 3.498596 1.880024
35 C 0.335643 4.772602 1.516462
36 C 1.682519 4.948653 1.233943
37 C 2.600530 3.912367 1.191991
38 N 2.124138 6.311396 0.823086
39 O 3.289930 6.437578 0.547085
40 O 1.269652 7.165891 0.806512
41 N -1.428370 3.077493 1.878418
42 O -1.610351 1.872485 1.535007
43 O -2.318100 3.821899 2.116248
44 H 0.581605 1.556625 2.530054
45 H -0.367432 5.586756 1.398149
46 H 3.609096 4.092487 0.840587

Cartesian forces, eV/Å:
Hf 0.1 0.1 -0.1
S 0.0 0.0 0.0
C 0.0 -0.1 0.0
C 0.0 0.1 -0.1
C 0.0 0.1 -0.2
C -0.1 -0.1 0.1
C 0.0 0.0 -0.1
C 0.0 0.0 0.0
C 0.0 0.0 0.0
C 0.0 -0.1 0.0
C 0.0 0.1 0.1
N 0.0 0.1 0.1
H 0.0 0.0 0.0
H 0.0 0.0 0.0
H 0.0 0.0 0.0
H 0.0 0.0 0.0
H 0.0 0.0 0.0
H 0.0 0.0 0.0
N -0.1 -0.1 0.1
N 0.0 0.0 0.0
C -0.1 0.0 0.0
N 0.1 0.0 0.0
S 0.0 -0.1 0.1
H 0.0 0.0 0.0
H 0.0 0.0 0.0
H 0.0 0.0 0.0
H 0.0 0.0 0.0
H 0.0 0.0 0.0
O 0.0 0.0 0.0
C 0.0 0.1 0.1
O -0.1 -0.1 0.0
C -0.1 -0.1 0.1
C 0.1 -0.1 0.0
C 0.0 0.1 0.0
C -0.1 0.1 0.0
C 0.0 0.0 0.0
C 0.0 0.0 0.0
N 0.0 0.0 0.0
O 0.0 0.0 0.0
O 0.0 0.0 0.0
N -0.1 -0.1 0.0
O 0.0 0.0 0.0
O 0.0 0.0 0.0
H 0.1 0.0 0.0
H 0.0 0.0 0.0
H 0.0 0.0 0.0

Gap between HOMO and LUMO, hartree: 0.241
Calculated total energy, eV: -62041.50545
Energy above the lowest of the compared OMol25 structures with the same formula, charge and spin, eV: 0.486
Charge: +2

3.
# C17H14N6O7

The molecule C17H14N6O7 at a distorted geometry (the ωB97M-V functional and the def2-TZVPD basis, OMol25).

Positions of all 44 atoms, in Å:
1 C 6.147225 -1.504461 1.785381
2 O 5.205389 -0.398674 1.865550
3 C 3.867762 -0.637873 1.806065
4 C 3.054614 0.480403 1.498621
5 C 1.719363 0.321569 1.311385
6 C 1.142727 -0.959804 1.378049
7 N -0.193320 -1.203622 1.017319
8 C -0.980510 -2.166575 1.641682
9 C -2.272021 -1.774631 1.549684
10 N -2.329349 -0.567648 0.900052
11 C -3.572529 0.163128 0.919546
12 C -1.053081 -0.250884 0.481740
13 C -1.160605 0.861036 -0.806151
14 C -1.425946 2.255261 -1.076304
15 N -1.128394 3.245706 -0.062094
16 O -1.314293 4.459696 -0.357572
17 O -0.685410 2.909884 1.074036
18 C -1.929676 2.750305 -2.312491
19 C -2.161611 1.853842 -3.382013
20 N -2.876725 2.330467 -4.550670
21 O -3.035733 1.611942 -5.553425
22 O -3.317555 3.508516 -4.484144
23 C -1.768942 0.446652 -3.173719
24 N -2.026252 -0.630308 -3.965330
25 O -1.483742 -1.679119 -3.310897
26 N -0.985349 -1.316667 -2.043313
27 O -0.311148 -2.170758 -1.460599
28 C -1.228722 0.055935 -1.926864
29 C 1.911964 -2.055795 1.819996
30 C 3.276300 -1.920567 2.004510
31 H 7.107094 -0.983345 1.785011
32 H 6.062050 -2.168090 2.663799
33 H 6.017590 -2.085573 0.853228
34 H 3.539560 1.446051 1.354230
35 H 1.146454 1.232277 1.124237
36 H -0.572042 -2.970014 2.242245
37 H -3.164298 -2.228317 1.944324
38 H -3.522971 1.156479 0.458980
39 H -4.311122 -0.475845 0.422208
40 H -3.923041 0.247454 1.960865
41 H -0.613303 0.819626 0.775659
42 H -2.198030 3.820926 -2.385178
43 H 1.447923 -3.035480 1.970352
44 H 3.899684 -2.793108 2.242023

Cartesian forces, eV/Å:
C -0.7 0.7 0.1
O 0.5 -0.6 0.0
C -0.6 -0.7 -0.2
C 1.9 -0.8 0.4
C -1.1 -0.2 -0.3
C 0.5 -0.2 0.3
N 0.4 -0.8 -0.2
C -1.0 -0.4 0.3
C 1.0 -0.6 0.7
N -1.3 -1.0 -0.1
C -0.4 -0.2 0.1
C 1.6 8.7 1.8
C -1.2 -2.2 -3.0
C 1.0 -1.4 1.3
N -0.1 2.7 1.8
O 0.5 -2.8 0.5
O -1.0 0.1 -2.6
C -0.2 -1.4 -1.4
C 0.6 0.0 2.1
N -1.2 1.5 -1.7
O 0.6 0.8 2.3
O 0.9 -2.2 0.0
C -1.7 -0.6 -2.2
N 0.8 2.2 1.0
O 0.3 -0.2 0.8
N 0.3 -0.3 -0.5
O -1.3 1.4 -0.7
C 0.6 -0.6 -1.5
C -0.4 0.3 -0.5
C 0.9 1.2 -0.1
H -0.1 -0.4 0.0
H 0.1 0.3 -0.3
H 0.0 0.3 0.4
H -0.1 -0.2 0.2
H 0.0 -0.5 -0.2
H -0.1 0.1 -0.6
H 0.0 -0.1 0.0
H 0.1 -0.4 0.1
H -0.1 0.5 -0.2
H 0.2 0.4 -0.3
H -0.2 -2.1 2.7
H 0.2 -0.9 0.0
H 0.3 0.4 -0.2
H -0.4 0.5 0.0

Gap between HOMO and LUMO, hartree: 0.154
SMILES: COc1ccc(N2C=CN(C)[C@@H]2c2c([N+](=O)[O-])cc([N+](=O)[O-])c3no[n+]([O-])c23)cc1
Calculated total energy, eV: -41112.48307

4.
# C17H14NOPPdSSe2

A structure of composition C17H14NOPPdSSe2 (the ωB97M-V functional and the def2-TZVPD basis, OMol25).

Positions of all 38 atoms, in Å:
1 Pd -1.349185 -1.373982 -0.398524
2 O -3.243951 -1.626438 0.286161
3 N -3.883261 -2.695529 -0.209186
4 C -5.147726 -2.874795 0.239724
5 C -5.901983 -3.926113 -0.189869
6 C -5.340143 -4.821084 -1.108961
7 C -4.060732 -4.620297 -1.548596
8 C -3.294190 -3.528806 -1.095003
9 S -1.682261 -3.249175 -1.629062
10 H -5.468868 -2.122558 0.942791
11 H -6.907476 -4.045760 0.183960
12 H -5.911769 -5.665255 -1.469663
13 H -3.593733 -5.289267 -2.257154
14 Se 0.935769 -1.056188 -1.209171
15 P 0.886960 0.679715 0.093754
16 Se -1.073227 0.678857 0.989630
17 C 2.213125 0.600478 1.329040
18 C 1.977067 0.951893 2.651533
19 C 3.020067 0.942795 3.567686
20 C 4.296517 0.583829 3.165541
21 C 4.534111 0.227486 1.843537
22 C 3.496117 0.234123 0.928338
23 C 1.221814 2.199574 -0.838368
24 C 0.488319 3.355206 -0.604444
25 C 0.801057 4.524117 -1.284963
26 C 1.843669 4.540481 -2.197424
27 C 2.576196 3.383992 -2.436340
28 C 2.265853 2.216893 -1.760596
29 H 0.974639 1.211379 2.968534
30 H 2.829197 1.211614 4.598390
31 H 5.107901 0.573682 3.881758
32 H 5.527363 -0.063716 1.528054
33 H 3.684365 -0.066371 -0.096853
34 H -0.339729 3.334869 0.093132
35 H 0.222217 5.420204 -1.103256
36 H 2.083922 5.451580 -2.729952
37 H 3.384286 3.390088 -3.155948
38 H 2.827699 1.312479 -1.968231

Cartesian forces, eV/Å:
Pd 0.1 0.1 0.0
O 0.0 -0.1 -0.1
N 0.1 0.1 0.0
C 0.0 0.0 0.0
C 0.0 0.0 0.0
C 0.0 0.0 0.0
C 0.1 0.0 0.0
C -0.1 0.0 0.0
S -0.1 -0.1 0.0
H 0.0 0.0 0.0
H 0.0 0.0 0.0
H 0.0 0.0 0.0
H 0.0 0.0 0.0
Se -0.1 0.0 0.0
P 0.1 0.1 0.0
Se 0.0 0.0 0.0
C 0.1 0.1 0.0
C 0.0 0.0 0.0
C 0.0 0.0 0.0
C 0.0 0.0 0.0
C 0.0 0.0 0.0
C 0.0 0.0 -0.1
C 0.1 0.0 0.0
C 0.0 0.0 0.0
C 0.0 0.0 0.0
C 0.0 0.0 0.0
C 0.0 0.0 0.0
C 0.0 -0.1 0.0
H 0.0 0.0 0.0
H 0.0 0.0 0.0
H 0.0 0.0 0.0
H 0.0 0.0 0.0
H 0.0 0.0 0.0
H 0.0 0.0 0.0
H 0.0 0.0 0.0
H 0.0 0.0 0.0
H 0.0 0.0 0.0
H 0.0 0.0 0.0

Gap between HOMO and LUMO, hartree: 0.284
Calculated total energy, eV: -175691.65851